DFT (ωB97M-V/def2-TZVPD) results for 12 unconnected molecules or ions with the total composition C5H35NO11S in a non-equilibrium geometry.

```
53
Properties=species:S:1:pos:R:3:forces:R:3
C 0.004938 -3.121769 -1.346001 0.0 1.0 -0.2
C -0.209434 -1.828652 -0.543625 0.4 -0.9 -0.6
N 0.193440 -0.603648 -1.236006 0.8 0.6 1.1
C -0.012736 0.491254 -0.261700 -1.7 0.6 0.0
C 0.552924 1.843373 -0.636824 -1.2 1.0 -0.8
C 2.054503 1.880416 -0.798345 0.5 1.0 1.6
S 2.948800 2.281420 0.804922 -0.8 -1.4 -0.4
H -0.490891 -3.049417 -2.315967 -0.2 -0.2 0.0
H 1.072929 -3.280179 -1.558841 -0.3 -0.1 0.2
H -0.406587 -3.924400 -0.737842 0.1 -0.3 -0.3
H 0.378852 -1.983390 0.366992 -0.3 0.3 0.4
H -1.273421 -1.707737 -0.317559 0.2 -0.1 0.2
H 1.181772 -0.615292 -1.482822 -0.3 -0.4 -0.1
H 0.241737 0.328264 0.791894 0.5 -0.8 -0.1
H -1.127222 0.558877 -0.252479 0.7 0.3 0.2
H 0.032135 2.229873 -1.534513 0.4 -0.4 -0.3
H 0.174318 2.586158 0.080106 0.5 -0.3 0.3
H 2.378321 0.897946 -1.100850 0.7 0.1 -0.4
H 2.458162 2.720984 -1.363518 -0.4 -0.4 -0.7
H 2.547942 1.088902 1.332911 0.4 0.7 0.3
O -0.115016 1.945979 2.960456 -1.0 0.9 0.4
H -1.034728 2.206645 2.645929 1.0 -0.2 -0.3
H 0.037222 2.595288 3.665619 0.3 -0.4 -0.2
O 2.542499 -0.697324 -2.963262 0.2 0.2 -0.7
H 2.930508 0.178584 -3.073510 0.4 0.0 0.4
H 2.015552 -0.719450 -3.779231 -0.2 -0.3 0.2
O -4.227917 1.614274 0.404270 -0.5 -0.3 0.3
H -4.089382 2.262838 -0.285185 -0.1 -0.2 -0.6
H -3.892345 0.754041 0.129410 -0.1 0.0 -0.6
O 0.353794 0.641775 -4.148927 0.4 1.4 1.3
H 0.503508 1.604784 -4.148901 -0.1 -0.1 -1.2
H 0.367421 0.636372 -3.170042 -0.4 -1.3 -0.1
O 3.208244 -1.219920 -0.146792 -0.2 -0.1 0.4
H 2.928350 -1.526807 -1.013804 0.0 0.0 -0.3
H 2.398181 -1.043605 0.357396 0.2 0.1 -0.3
O -2.953476 -1.903809 2.331803 0.1 0.0 -0.3
H -2.011599 -1.675709 2.269176 0.0 0.0 0.2
H -3.159866 -1.696059 3.246481 -0.1 0.0 0.0
O -2.350654 2.544897 1.760901 0.4 0.3 0.2
H -3.142061 2.496985 2.307491 -0.1 0.0 -0.2
H -2.612375 2.063335 0.952138 0.0 0.2 0.7
O 2.842495 -1.878911 2.482884 0.0 0.6 0.2
H 2.925507 -2.229078 1.589260 0.2 -0.5 0.3
H 2.558299 -2.546968 3.108301 0.0 -0.3 -0.3
O -0.403005 -0.690649 3.155032 -0.6 -0.5 -0.2
H -0.636631 0.252003 3.029300 0.8 -0.3 0.6
H 0.097210 -0.774780 3.975808 -0.1 0.4 -0.3
O -2.330271 -0.098248 -2.136756 0.4 0.1 -0.3
H -2.760147 -0.932473 -2.331607 -0.4 -0.1 0.2
H -1.373138 -0.310268 -2.249976 -0.5 0.3 0.3
O -3.692790 -2.631514 -1.162527 0.0 0.2 -0.7
H -3.772713 -2.821196 -0.217565 0.5 -0.4 -0.3
H -3.170744 -3.281024 -1.668593 -0.4 0.1 1.1
```
Positions in Å, forces in eV/Å.

The lowest unoccupied orbital energy is 0.31 eV. For the energy above the lowest of the compared OMol25 structures with the same formula, charge and spin, the calculation gives 0.348 eV. Its SMILES is CCNCCCS.O.O.O.O.O.O.O.O.O.O.O. The calculation puts the frontier orbital gap at 9.0 eV. The HOMO energy is -0.3202 Ha.